{
  "formula": "C4H6N2O2",
  "method": "ωB97M-V with the def2-TZVPD basis set",
  "relative_energy_kj_mol": 519.91,
  "smiles": "CCn1oncc1=O",
  "total_energy_ev": -11315.6534,
  "gap_ev": 9.67,
  "symbols": ["C", "C", "N", "O", "N", "C", "C", "O", "H", "H", "H", "H", "H", "H"],
  "xyz": [[-1.838, -0.285, 0.561], [-1.046, 0.465, -0.552], [0.298, 0.062, -0.415], [0.548, -1.252, -0.332], [1.761, -1.568, 0.036], [2.480, -0.417, 0.165], [1.478, 0.804, 0.017], [1.470, 2.000, 0.113], [-1.235, -0.205, 1.639], [-2.124, -1.484, 0.174], [-2.806, 0.285, 0.588], [-1.212, 1.532, -0.465], [-1.322, 0.303, -1.655], [3.549, -0.237, 0.127]],
  "forces_ev_per_angstrom": [[-1.0020, -1.6125, -0.1690], [-1.2065, -1.3398, -0.8413], [4.6529, 2.8279, 0.9018], [-2.4570, -2.0022, -0.0367], [3.8576, 3.5325, -0.0632], [-3.7546, 0.3693, -0.8353], [-1.2991, -3.2248, -1.1806], [0.7849, 0.1111, 0.2695], [-1.7625, -0.4339, -3.0444], [1.0860, 3.6188, 1.6002], [0.6497, -0.8935, 0.5820], [0.9194, 0.2444, 0.5052], [-0.2770, -0.4065, 1.6356], [-0.1917, -0.7908, 0.6763]]
}

=====

{
  "formula": "C4H6N2O2",
  "method": "ωB97M-V with the def2-TZVPD basis set",
  "relative_energy_kj_mol": 482.03,
  "smiles": "[H]/N=C(\\N)C(=C)C(=O)O",
  "total_energy_ev": -11316.0460,
  "gap_ev": 9.91,
  "symbols": ["H", "N", "C", "N", "C", "C", "C", "O", "O", "H", "H", "H", "H", "H"],
  "xyz": [[-1.938, -1.993, 0.615], [-0.988, -1.466, 0.658], [-0.838, -0.260, -0.024], [-1.994, 0.479, -0.197], [0.580, 0.401, -0.201], [0.712, 1.612, 0.261], [1.901, -0.483, -0.080], [3.006, 0.226, 0.253], [1.576, -1.782, -0.409], [-1.605, 1.009, -1.073], [-2.847, -0.187, -0.413], [-0.057, 2.252, 0.420], [1.861, 1.787, 0.047], [0.630, -1.594, 0.142]],
  "forces_ev_per_angstrom": [[2.0005, 1.8504, 0.0702], [1.4008, 2.4200, -3.1893], [-1.4133, -4.8774, 4.4387], [0.8414, 0.1722, -4.2086], [-1.6417, -3.0020, 2.0868], [4.8344, -0.1163, -2.5393], [3.4201, 3.6493, -0.2981], [-5.8641, -5.5558, -2.3057], [-0.2034, 3.7784, 3.1319], [-2.4318, -0.3457, 1.5012], [2.2916, 2.0192, 0.4387], [-1.9299, 2.0683, 0.7249], [-2.2085, 0.9074, 1.5369], [0.9039, -2.9681, -1.3885]]
}

=====

{
  "formula": "C4H6N2O2",
  "method": "ωB97M-V with the def2-TZVPD basis set",
  "relative_energy_kj_mol": 567.47,
  "total_energy_ev": -11315.1604,
  "gap_ev": 9.35,
  "symbols": ["C", "C", "C", "C", "H", "H", "H", "H", "H", "H", "N", "N", "O", "O"],
  "xyz": [[-0.041, 1.501, 0.846], [-0.126, 0.093, 1.349], [0.561, -0.884, -0.828], [-0.764, -0.117, -1.507], [0.354, 0.081, 2.335], [-1.277, -0.460, 1.694], [1.265, -1.395, 0.916], [1.728, -0.438, -1.489], [0.617, -2.043, -1.249], [-1.265, -0.635, -2.374], [0.494, -0.918, 0.495], [-1.363, 0.943, -1.214], [0.240, 2.464, 1.505], [-0.424, 1.808, -0.479]],
  "forces_ev_per_angstrom": [[-1.9499, 1.9060, -1.0299], [-2.2685, -3.0610, 1.2059], [1.0133, -0.5293, -7.7854], [1.2645, -3.2043, -0.8117], [0.1261, 0.1292, -0.4096], [2.7648, 2.6226, -1.3237], [0.1603, -0.1026, 0.3214], [-3.2075, -0.5695, 1.9630], [-0.5505, 2.9563, 0.6932], [0.4177, -0.0037, 1.2899], [0.1700, 0.6142, 3.8031], [1.8984, 1.0307, 0.4961], [0.5120, -1.0077, 0.0761], [-0.3507, -0.7809, 1.5117]]
}

=====

{
  "formula": "C4H6N2O2",
  "method": "ωB97M-V with the def2-TZVPD basis set",
  "relative_energy_kj_mol": 965.64,
  "smiles": "C#CCN(O)/C=N\\O",
  "total_energy_ev": -11311.0338,
  "gap_ev": 9.60,
  "symbols": ["C", "C", "C", "N", "O", "C", "N", "O", "H", "H", "H", "H", "H", "H"],
  "xyz": [[3.192, -1.099, -0.112], [1.983, -0.507, -0.137], [0.668, -0.116, 0.486], [-0.001, 0.617, -0.315], [0.315, 1.964, 0.172], [-1.366, 0.624, -0.316], [-2.343, -0.190, -0.049], [-1.895, -1.540, 0.031], [4.243, -1.176, -0.542], [-0.054, -0.891, 0.790], [0.787, 0.489, 1.556], [1.226, 2.292, -0.331], [-1.516, 1.758, -0.190], [-2.498, -2.268, 0.114]],
  "forces_ev_per_angstrom": [[-6.1077, 4.4065, -1.6249], [7.6397, -4.6146, 2.1084], [3.9064, -4.9558, 6.7236], [-2.8422, 5.8232, -4.2200], [3.4888, 2.2640, -3.0395], [-2.5643, 2.1138, 1.9385], [0.7939, -0.2469, -0.8397], [2.6097, 0.7415, -0.2273], [-1.9496, -0.1394, 0.9471], [1.3216, -0.9818, -0.1866], [0.2997, -1.6990, -2.4032], [-3.4671, -1.4429, 1.6520], [-1.4698, -1.9536, -0.8412], [-1.6590, 0.6850, 0.0129]]
}

=====

{
  "formula": "C4H6N2O2",
  "method": "ωB97M-V with the def2-TZVPD basis set",
  "relative_energy_kj_mol": 168.40,
  "smiles": "CNC(=O)[C@H](O)C#N",
  "total_energy_ev": -11319.2965,
  "gap_ev": 10.92,
  "symbols": ["C", "N", "C", "O", "C", "O", "C", "N", "H", "H", "H", "H", "H", "H"],
  "xyz": [[-1.609, 1.001, -1.343], [-0.957, 0.472, -0.149], [0.442, 0.474, -0.007], [1.291, 0.968, -0.733], [0.849, -0.515, 1.182], [2.092, -0.122, 1.690], [0.877, -1.892, 0.759], [0.860, -3.041, 0.600], [-2.620, 1.344, -1.169], [-0.952, 1.808, -1.846], [-1.727, 0.154, -2.149], [-1.478, -0.283, 0.305], [0.078, -0.368, 1.919], [2.854, 0.000, 0.941]],
  "forces_ev_per_angstrom": [[1.2521, -0.7726, -2.6722], [1.0917, 0.4143, -0.3529], [-0.7782, -1.8106, -0.6942], [-1.4726, -0.1123, 1.1349], [1.0914, 2.4592, -1.4518], [2.6093, 0.3861, -1.5479], [-0.4318, -2.5942, -0.1300], [0.0835, 1.5435, -0.0968], [0.0341, 0.3455, 0.4001], [-1.1682, -1.2555, 1.1058], [0.3516, 1.4350, 1.3724], [0.6143, 0.5641, -0.0312], [-0.0153, -0.1327, 0.7386], [-3.2621, -0.4697, 2.2252]]
}

=====

{
  "formula": "C4H6N2O2",
  "method": "ωB97M-V with the def2-TZVPD basis set",
  "relative_energy_kj_mol": 538.39,
  "smiles": "O=C(/C=N/O)N1CC1",
  "total_energy_ev": -11315.4618,
  "gap_ev": 9.00,
  "symbols": ["O", "C", "C", "N", "O", "N", "C", "C", "H", "H", "H", "H", "H", "H"],
  "xyz": [[-0.652, -2.005, -0.350], [-0.181, -0.825, -0.516], [0.594, -0.431, -1.674], [0.674, 0.860, -1.762], [1.046, 1.272, -3.013], [-0.260, 0.204, 0.630], [-1.367, 0.124, 1.634], [0.106, -0.064, 1.981], [1.063, -1.210, -2.286], [1.626, 2.175, -2.982], [-1.946, -0.842, 1.737], [-1.766, 1.278, 1.784], [0.792, 0.573, 2.522], [0.272, -1.109, 2.295]],
  "forces_ev_per_angstrom": [[1.6602, 4.8315, -1.1170], [-1.4418, -4.1352, 4.9850], [0.2028, 1.6245, 0.1430], [-0.1877, -0.5768, -0.5625], [2.8226, 2.2387, -0.6654], [-0.9850, -1.0225, -2.4590], [0.9812, 2.5607, 0.1429], [-0.6208, -1.9481, 0.6013], [-0.5692, 0.5383, -0.3629], [-2.4009, -3.0573, 0.5720], [0.3505, 1.5932, -0.3282], [0.3882, -3.6086, -0.2431], [-0.2804, 0.7053, -0.2308], [0.0803, 0.2562, -0.4752]]
}

=====

{
  "formula": "C4H6N2O2",
  "method": "ωB97M-V with the def2-TZVPD basis set",
  "relative_energy_kj_mol": 320.88,
  "smiles": "[H]/N=C1/COC(=C)N1O",
  "total_energy_ev": -11317.7162,
  "gap_ev": 9.28,
  "symbols": ["H", "N", "C", "C", "O", "C", "C", "N", "O", "H", "H", "H", "H", "H"],
  "xyz": [[0.574, -0.437, -2.744], [-0.047, 0.328, -2.482], [-0.031, 0.468, -1.208], [-0.760, 1.532, -0.373], [-0.664, 0.984, 0.972], [0.062, -0.150, 1.010], [0.247, -0.814, 2.157], [0.587, -0.316, -0.269], [1.132, -1.519, -0.610], [-1.793, 1.620, -0.683], [-0.253, 2.525, -0.459], [0.778, -1.759, 2.194], [-0.175, -0.380, 3.035], [0.343, -2.083, -0.541]],
  "forces_ev_per_angstrom": [[-0.1295, -0.0940, -0.0439], [0.1838, 0.4366, 1.3317], [-0.6863, 0.4317, -1.3321], [1.2386, -0.6195, -0.1723], [-0.6731, 1.3019, -0.4031], [0.3706, 0.4669, 0.6961], [0.2259, -0.4744, -1.1855], [0.3754, 0.0746, 0.6459], [-0.5580, -0.3719, -0.0320], [-0.2155, -0.0062, 0.1103], [-0.3545, -0.8296, 0.2952], [0.0611, 0.3449, -0.0102], [-0.2955, -0.0229, 0.3593], [0.4570, -0.6381, -0.2595]]
}

=====

{
  "formula": "C4H6N2O2",
  "method": "ωB97M-V with the def2-TZVPD basis set",
  "relative_energy_kj_mol": 491.04,
  "smiles": "O=C(O)/C=N\\N1CC1",
  "total_energy_ev": -11315.9526,
  "gap_ev": 9.49,
  "symbols": ["O", "C", "O", "C", "N", "N", "C", "C", "H", "H", "H", "H", "H", "H"],
  "xyz": [[3.119, -0.362, 0.749], [2.211, -0.008, -0.011], [1.745, 1.253, -0.381], [1.179, -0.975, -0.635], [-0.130, -1.008, -0.668], [-0.591, 0.088, 0.081], [-1.884, 0.737, -0.236], [-1.789, -0.410, 0.760], [2.505, 2.040, -0.075], [1.826, -2.020, -0.973], [-2.239, 0.381, -1.176], [-1.835, 1.810, 0.157], [-2.343, -1.348, 0.636], [-1.775, -0.179, 1.772]],
  "forces_ev_per_angstrom": [[-2.3064, 1.5741, -2.6519], [-1.1935, 0.3074, 1.5251], [5.1148, 2.0255, 1.8182], [0.9716, -4.2997, -0.8138], [3.8513, 0.7363, -0.7816], [-0.8916, -0.7479, 1.4025], [1.2535, -0.5271, 1.4129], [-1.0114, 1.5004, -0.4048], [-3.0875, -3.4407, -1.0853], [-2.2811, 3.0276, 0.5791], [-0.6961, 0.6669, -0.6551], [-0.5518, -1.6826, -1.1491], [0.8583, 0.1990, -0.9658], [-0.0302, 0.6609, 1.7695]]
}